Here is C9H16BCoN2O4S3SeSi as an isolated structure in a non-equilibrium geometry from the Open Molecules 2025 dataset. Energies are from wB97M-V/def2-TZVPD.

XYZ file:
```
38
Properties=species:S:1:pos:R:3:forces:R:3
Co -1.215832 -0.786178 0.173496 0.3 0.1 1.0
O 0.611427 -0.228831 0.388791 0.2 0.2 0.2
N 1.417674 -0.829576 1.253860 -0.1 -0.1 -0.1
C 2.735749 -0.694976 1.007025 0.0 0.0 0.1
C 3.679600 -1.179025 1.870126 0.0 0.0 0.0
C 3.235797 -1.836979 3.026668 0.1 0.0 0.0
C 1.895006 -1.998086 3.241268 -0.1 0.0 0.0
C 0.922449 -1.520403 2.326009 0.2 0.0 -0.1
S -0.741763 -1.707567 2.475915 -0.2 -0.2 -0.2
H 2.944555 -0.170636 0.087045 0.0 0.0 0.0
H 4.726789 -1.053861 1.637755 0.0 0.0 0.0
H 3.948769 -2.224830 3.744157 0.0 0.0 0.0
H 1.519576 -2.513253 4.114030 0.0 0.0 0.0
C 0.091482 3.271529 -2.934545 0.0 0.1 -0.1
Si -0.698573 2.553717 -1.373963 -0.1 -0.2 0.0
C 0.497129 2.898391 0.028383 0.1 0.0 0.1
C -2.269106 3.537689 -1.103055 -0.1 0.1 0.0
Se -1.010616 0.394982 -1.886218 0.0 -0.3 -0.2
H 0.217606 4.355009 -2.824049 0.0 0.0 0.0
H -0.545221 3.090283 -3.804153 0.0 0.0 0.0
H 1.067272 2.822389 -3.130671 0.0 0.0 0.0
H 0.660495 3.976872 0.136102 0.0 0.0 0.0
H 1.452439 2.405198 -0.163567 0.0 0.0 0.0
H 0.103487 2.503010 0.964470 0.0 0.0 0.0
H -2.093502 4.604203 -1.290424 0.0 0.0 0.0
H -2.641101 3.400394 -0.087999 0.0 0.0 0.0
H -3.046403 3.169596 -1.774305 0.0 0.0 0.0
O -3.060281 -1.222722 -0.091094 -0.4 0.3 -0.1
S -3.839207 0.046164 0.289416 0.5 -0.5 0.1
O -4.968265 -0.288136 1.130818 0.1 0.0 0.1
O -4.170884 0.868179 -0.848615 -0.1 0.0 -0.1
S -2.260032 0.849471 1.352046 -0.2 0.4 -0.4
B 0.311300 -4.885758 -1.515138 0.0 0.1 0.1
C -0.206772 -3.488449 -0.938038 0.1 -0.1 -0.1
N -0.576024 -2.478467 -0.527469 -0.1 -0.1 -0.4
H -0.661465 -5.552040 -1.819607 0.0 0.0 0.0
H 0.963255 -5.437586 -0.643966 0.0 0.0 0.0
H 1.003191 -4.649718 -2.490502 0.0 0.0 0.0
```
Forces are in eV/Å.

Output
ΔE to the lowest compared entry with this formula, charge and spin = 24.4 kJ/mol
charge = -2
max |F| = 1.077 eV/Å
HOMO-LUMO gap = 6.41 eV
lowest unoccupied orbital energy = 4.6 eV

***

Here is C9H16Cl2IrN2O2P as an isolated structure in a non-equilibrium geometry from the Open Molecules 2025 dataset. Energies are from wB97M-V/def2-TZVPD.

XYZ file:
```
33
Properties=species:S:1:pos:R:3:forces:R:3
C 3.113686 -0.383235 -2.233147 0.5 -0.5 -0.9
C 2.190075 -0.487720 -1.102989 0.3 -0.5 0.7
H 3.602583 -1.363764 -2.477006 -0.4 0.8 0.2
H 3.905017 0.362230 -2.029502 -0.4 -0.2 0.1
H 2.523214 0.009633 -3.081626 0.5 -0.2 0.2
O 2.086239 -1.219897 -0.142542 1.9 0.2 -1.8
Cl 1.173461 2.296919 -0.550779 -0.7 1.0 -1.0
Ir 0.188685 0.315250 0.020063 0.6 -0.5 3.7
P -1.492662 -0.680688 -1.096306 -2.2 -2.0 -1.8
C -1.954767 -2.370845 -0.491812 0.3 0.2 0.1
C -3.132176 0.103180 -1.262300 0.2 0.7 0.2
H -0.554512 0.038276 -3.249899 -0.2 0.0 0.1
H -1.685309 -1.320434 -3.414701 -0.1 0.0 0.0
H -0.035179 -1.588636 -2.826732 -0.1 -0.1 0.1
C -0.883537 -0.903889 -2.805834 0.3 0.1 0.1
H -3.043270 1.061255 -1.787172 0.0 -0.2 0.0
H -3.856991 -0.526325 -1.797779 0.5 -0.1 0.1
H -2.642098 -2.889025 -1.172806 0.2 0.4 0.0
H -2.454149 -2.290273 0.480326 0.0 0.1 -0.1
H -3.531189 0.321805 -0.266618 0.0 -0.1 -0.1
H -1.077795 -3.009363 -0.347011 -0.1 0.1 -0.2
C 0.282180 -1.374518 1.096141 1.1 -3.4 1.4
O 0.669702 -2.342144 1.604475 -2.2 3.8 -1.4
Cl -1.629991 2.172014 0.503464 0.0 0.9 -0.3
N 0.335391 1.936049 3.953468 0.4 -0.9 -1.9
C 1.638700 2.289405 3.624048 0.5 0.1 -0.6
C 1.938913 1.742976 2.388669 -1.1 0.2 1.0
N 0.794494 1.056424 1.971639 -0.5 0.0 0.6
C -0.141061 1.180129 2.914763 0.0 0.7 1.0
H -0.219784 2.210152 4.759658 0.4 0.0 -0.1
H 2.279724 2.945507 4.220288 -0.5 -0.4 -0.1
H 2.810005 1.848856 1.748837 -0.2 -0.1 0.4
H -1.197598 0.860695 2.850723 1.1 0.0 0.1
```
Forces are in eV/Å.

Output
ΔE to the lowest compared entry with this formula, charge and spin = 9.2 kJ/mol
⟨S²⟩ = 6.016
charge = +2
multiplicity = 5
max |F| = 4.611 eV/Å
HOMO-LUMO gap (alpha / beta) = 6.92 / 4.90 eV
lowest unoccupied orbital energy (alpha / beta) = -7.9 / -11.2 eV

***

Here is C9H16Cl2IrN2O2P as an isolated structure in a non-equilibrium geometry from the Open Molecules 2025 dataset. Energies are from wB97M-V/def2-TZVPD.

XYZ file:
```
33
Properties=species:S:1:pos:R:3:forces:R:3
C -0.639801 -2.681516 -2.405027 0.6 0.7 -0.3
C -0.772354 -1.710783 -1.173532 -3.5 -3.3 1.5
H -1.552450 -2.883795 -2.988421 -0.1 0.6 0.7
H -0.262635 -3.683209 -2.151326 0.0 0.4 0.8
H 0.091116 -2.269655 -3.083598 0.3 0.2 -0.2
O -1.781109 -1.938917 -0.433454 3.4 0.7 -2.7
Cl 2.344549 -1.699579 0.109825 0.6 -0.2 -0.2
Ir 0.426356 -0.480452 -0.010652 1.5 1.0 -1.1
P 0.042059 1.586129 -1.153023 -0.1 2.3 -1.2
C -1.561371 2.461074 -0.907324 -0.2 -0.5 0.3
C 1.238621 2.999539 -0.935642 0.1 -0.8 0.3
H 1.064381 0.589469 -3.124452 -0.3 0.3 0.1
H 0.119646 2.064289 -3.517828 0.0 -0.3 0.2
H -0.723103 0.516055 -3.192815 0.2 0.2 0.1
C 0.135210 1.144882 -2.912325 0.0 -0.2 -0.2
H 2.234134 2.668764 -1.247348 -0.1 0.1 0.1
H 0.942637 3.880601 -1.518269 -0.3 -0.4 0.0
H -1.711556 3.274629 -1.628823 0.4 -0.3 0.0
H -1.598735 2.903160 0.098902 0.1 -0.2 -0.2
H 1.283560 3.251851 0.131235 -0.1 0.1 -0.4
H -2.409493 1.771764 -0.998531 0.2 0.2 -0.1
C -1.532494 0.053785 0.687221 -6.5 1.3 2.9
O -2.653262 0.122325 1.000124 4.7 -0.1 -1.3
Cl 2.053186 1.118467 1.285429 -0.1 -0.9 -1.0
N 0.685802 -0.932830 4.142309 -0.3 0.1 0.0
C 0.734390 -2.285676 3.870052 0.1 -0.1 0.0
C 0.445891 -2.405843 2.543335 0.3 0.4 0.4
N 0.253271 -1.144996 2.015619 -0.6 -0.5 1.6
C 0.361974 -0.281540 3.015758 0.5 -0.5 0.7
H 0.893226 -0.463353 5.025232 -0.2 -0.4 -0.3
H 1.015508 -3.050429 4.591304 -0.2 0.4 -0.2
H 0.447891 -3.276371 1.934562 -0.1 -0.5 -0.2
H 0.384962 0.782153 2.931492 -0.4 0.2 0.1
```
Forces are in eV/Å.

Output
ΔE to the lowest compared entry with this formula, charge and spin = 81.8 kJ/mol
⟨S²⟩ = 6.042
charge = +2
multiplicity = 5
max |F| = 7.194 eV/Å
HOMO-LUMO gap (alpha / beta) = 6.43 / 4.52 eV
lowest unoccupied orbital energy (alpha / beta) = -8.4 / -11.4 eV

***

Here is C9H16Cl3NO6 as an isolated structure in a non-equilibrium geometry from the Open Molecules 2025 dataset. Energies are from wB97M-V/def2-TZVPD.

XYZ file:
```
35
Properties=species:S:1:pos:R:3:forces:R:3
C -6.897164 4.214628 -4.274681 0.5 -1.1 -1.0
C -5.499251 3.753292 -4.369370 1.0 0.1 0.1
N -4.380730 3.459291 -4.429454 -1.3 0.2 0.0
H -7.445101 3.543693 -3.613082 0.1 0.7 0.7
H -7.375437 3.943587 -5.215895 0.1 0.4 -0.4
H -6.913917 5.296207 -4.140481 -0.4 -0.3 0.4
C -2.078243 -3.560809 -4.159607 -1.2 0.0 -0.6
O -2.095983 -4.941590 -4.416291 0.5 -3.9 -0.3
C -2.374986 -6.004285 -3.576828 0.4 2.0 1.9
O -2.594043 -5.866185 -2.376284 0.1 -0.5 -2.0
O -2.322042 -7.160230 -4.247029 1.1 1.3 -1.2
C -2.658921 -8.371782 -3.570777 -0.3 0.9 0.7
H -2.466909 -3.246825 -5.128349 -0.3 0.8 0.3
H -1.090020 -3.103773 -4.108287 0.1 -0.5 0.7
H -2.787723 -3.337791 -3.362745 0.4 0.4 0.1
H -3.695353 -8.131540 -3.333682 -0.1 -1.3 0.6
H -2.014405 -8.529108 -2.705950 -0.3 0.3 0.3
H -2.488258 -9.240323 -4.206871 -0.4 0.5 -0.5
C 5.618496 3.040390 5.737689 0.5 1.6 -0.4
O 4.706386 2.647577 6.761899 0.6 -1.0 1.0
C 3.422479 2.984645 6.879296 -2.8 -1.0 -2.3
O 2.742882 3.629566 6.096493 1.9 -0.2 1.3
O 2.708590 2.247931 7.818442 1.8 1.5 -1.8
C 3.342664 1.457660 8.793348 0.3 0.7 1.3
H 5.980255 4.042927 5.966027 -0.7 0.5 -0.3
H 5.282950 2.953396 4.704282 -0.7 0.2 0.3
H 6.596988 2.560220 5.728075 -0.5 -1.3 0.9
H 3.228508 0.395683 8.575912 -0.3 0.1 0.3
H 2.863466 1.882471 9.675389 -0.3 -1.2 0.5
H 4.386821 1.670584 9.022471 0.2 0.1 -0.8
C 3.086921 3.626558 -2.905851 0.8 -0.7 0.5
Cl 3.321891 2.490929 -4.204809 -0.9 -1.1 -0.5
Cl 4.448469 4.662306 -3.100732 0.7 1.8 0.2
Cl 3.300595 2.835619 -1.295320 -0.8 0.2 -0.5
H 2.140126 4.155081 -3.016948 0.2 -0.2 0.3
```
Forces are in eV/Å.

Output
ΔE to the lowest compared entry with this formula, charge and spin = 112.6 kJ/mol
max |F| = 3.907 eV/Å
HOMO-LUMO gap = 11.17 eV
lowest unoccupied orbital energy = 0.7 eV

***

Number 1: E -6056.25198 Ha. Number 2: E -1977.86265 Ha. Number 3: E -1977.83500 Ha. Number 4: E -2239.20461 Ha.